No. 1
# C14H16O2

2 unconnected molecules or ions with the total composition C14H16O2 in a non-equilibrium geometry (ωB97M-V with the def2-TZVPD basis set, OMol25).

energy relative to the best compared isomer or geometry (same formula, charge and spin): 96.3 kcal/mol
E: -693.1105 hartree
molar mass: 216.280 Da
Kohn-Sham gap (alpha / beta): 9.043 / 2.908 eV
maximum force: 5.36 eV/A
⟨S²⟩: 0.761

Geometry as ORCA input:
```
! wB97M-V def2-TZVPD RIJCOSX def2/J DEFGRID3
* xyz 1 2
C -0.901 0.202 -3.956
C 0.177 -1.300 -0.561
C 0.014 -0.368 -1.592
C -0.485 -2.518 -0.764
C -0.810 -0.648 -2.742
C -1.412 -2.790 -1.688
C -1.593 -1.791 -2.630
O -0.342 -3.547 0.182
H 0.528 -1.126 0.396
H 0.665 0.374 -1.716
H -0.661 -3.121 1.082
H -1.942 -3.781 -1.473
H -0.398 1.088 -3.782
H -1.885 0.316 -4.470
H -2.360 -2.066 -3.499
H -0.608 -0.303 -4.971
C 2.578 2.982 0.168
C -0.570 2.158 2.064
C -0.260 0.897 2.568
C 0.323 2.940 1.359
C 1.527 2.314 0.986
C 0.882 0.322 2.134
C 1.721 1.001 1.303
O -0.868 0.040 3.361
H -1.646 2.573 2.519
H -0.014 3.789 0.873
H 1.207 -0.649 2.561
H -1.788 0.187 3.321
H 2.563 3.372 -0.780
H 3.457 2.462 0.155
H 2.558 0.553 0.816
H 2.855 3.972 0.730
*
```


No. 2
# C3H9NO2S

2 unconnected molecules or ions with the total composition C3H9NO2S in a non-equilibrium geometry (ωB97M-V with the def2-TZVPD basis set, OMol25).

energy relative to the best compared isomer or geometry (same formula, charge and spin): 39.4 kcal/mol
SMILES: O=CNCCS.O
E: -723.1055 hartree
molar mass: 123.177 Da
Kohn-Sham gap: 9.523 eV
maximum force: 4.83 eV/A

Geometry as ORCA input:
```
! wB97M-V def2-TZVPD RIJCOSX def2/J DEFGRID3
* xyz 0 1
O -3.399 -0.139 0.825
C -2.354 0.091 1.542
N -1.066 -0.085 1.111
C -0.600 -0.382 -0.228
C 0.351 0.772 -0.629
S -0.669 2.236 -0.868
H -2.459 0.476 2.585
H -0.426 0.163 1.870
H -1.426 -0.498 -0.957
H -0.003 -1.314 -0.245
H 1.184 0.953 0.077
H 0.793 0.526 -1.614
H -1.175 1.512 -1.889
O 3.961 -1.116 -0.641
H 4.036 -1.616 0.203
H 3.252 -1.580 -1.142
*
```


No. 3
# C4H6N2O

A single C4H6N2O molecule in a non-equilibrium geometry (ωB97M-V with the def2-TZVPD basis set, OMol25).

energy relative to the best compared isomer or geometry (same formula, charge and spin): 55.5 kcal/mol
SMILES: NN1C=CCC1=O
E: -340.7065 hartree
molar mass: 98.105 Da
Kohn-Sham gap: 9.335 eV
maximum force: 4.55 eV/A

Geometry as ORCA input:
```
! wB97M-V def2-TZVPD RIJCOSX def2/J DEFGRID3
* xyz 0 1
N 0.390 1.979 -0.397
N -0.111 0.629 -0.192
C -1.178 0.066 -0.867
C -1.285 -1.246 -0.654
C -0.332 -1.419 0.532
C 0.603 -0.290 0.541
O 1.704 -0.030 0.963
H -0.013 2.622 0.280
H 1.403 1.982 -0.085
H -1.437 0.598 -1.749
H -1.836 -1.931 -1.183
H 0.211 -2.349 0.306
H -0.765 -1.604 1.535
*
```


No. 4
# C45H93BCl16N11O19

20 unconnected molecules or ions with the total composition C45H93BCl16N11O19 in a non-equilibrium geometry (ωB97M-V with the def2-TZVPD basis set, OMol25).

E: -11190.5466 hartree
molar mass: 1670.357 Da
Kohn-Sham gap: 9.041 eV
maximum force: 3.60 eV/A

Geometry as ORCA input:
```
! wB97M-V def2-TZVPD RIJCOSX def2/J DEFGRID3
* xyz -1 1
O 16.854 13.488 19.865
C 16.377 14.333 19.141
O 16.967 14.759 18.018
B 16.191 15.876 17.546
O 14.966 15.940 18.386
C 14.996 14.936 19.248
O 14.075 14.551 19.954
O 15.824 15.756 16.087
C 16.291 16.895 15.467
O 15.990 17.318 14.373
C 17.169 17.688 16.446
O 16.965 17.191 17.682
O 17.894 18.588 16.134
C 17.925 17.047 21.131
O 16.921 16.375 20.935
N 17.911 18.247 21.768
C 19.254 18.810 22.236
C 16.756 18.857 22.320
H 18.922 16.708 20.758
H 19.365 18.539 23.309
H 19.332 19.943 22.045
H 19.966 18.290 21.675
H 16.541 18.580 23.334
H 16.855 19.989 22.307
H 15.930 18.531 21.762
C 14.610 6.849 23.599
O 14.038 5.813 23.343
N 15.305 7.643 22.677
C 15.902 8.903 22.996
C 15.372 7.349 21.253
H 14.631 7.307 24.685
H 15.476 9.713 22.404
H 16.990 8.858 22.829
H 15.712 9.100 24.080
H 14.944 8.176 20.711
H 16.386 7.315 20.919
H 14.831 6.485 21.014
C 21.039 18.849 11.244
O 21.430 19.456 10.252
N 19.804 18.745 11.752
C 19.483 18.060 13.037
C 18.708 19.357 11.172
H 21.675 18.099 11.898
H 20.321 18.091 13.730
H 19.265 17.037 12.731
H 18.619 18.565 13.421
H 17.960 18.605 10.823
H 18.186 20.018 11.852
H 18.986 19.941 10.242
C 20.639 21.260 14.240
O 21.261 20.210 14.039
N 20.819 22.426 13.557
C 20.331 23.700 14.098
C 21.533 22.452 12.277
H 20.028 21.426 15.086
H 19.398 24.107 13.684
H 21.078 24.388 13.924
H 20.141 23.735 15.149
H 21.599 21.381 11.997
H 20.857 22.825 11.587
H 22.506 22.908 12.328
C 20.352 15.139 19.174
O 20.654 15.494 20.343
N 20.363 15.974 18.130
C 19.879 15.386 16.916
C 20.406 17.452 18.274
H 20.094 14.111 18.928
H 18.927 15.813 16.603
H 19.692 14.291 17.149
H 20.603 15.498 16.151
H 20.904 17.637 19.166
H 20.745 18.042 17.394
H 19.353 17.674 18.399
C 14.142 13.809 11.610
O 15.011 13.708 12.433
N 13.231 14.873 11.410
C 12.389 14.965 10.285
C 13.313 16.097 12.161
H 13.934 13.011 10.836
H 12.764 15.609 9.494
H 11.351 15.220 10.516
H 12.331 14.015 9.759
H 13.906 15.986 13.028
H 13.697 16.922 11.546
H 12.268 16.397 12.416
C 15.470 12.637 16.099
O 16.007 11.616 16.520
N 14.194 12.898 16.332
C 13.528 13.826 15.359
C 13.399 11.934 16.975
H 16.042 13.369 15.512
H 12.881 13.225 14.692
H 14.155 14.403 14.680
H 12.982 14.594 15.837
H 13.899 11.491 17.854
H 12.475 12.399 17.327
H 13.093 11.133 16.368
C 19.110 11.193 17.809
O 19.974 11.967 17.386
N 18.786 11.003 19.140
C 17.492 10.440 19.466
C 19.546 11.695 20.173
H 18.536 10.642 17.082
H 16.887 10.261 18.594
H 16.888 11.191 20.007
H 17.527 9.528 20.038
H 19.796 11.059 20.993
H 20.502 12.070 19.734
H 18.954 12.614 20.549
C 16.621 21.297 14.399
O 17.310 22.221 14.836
N 15.300 21.277 14.188
C 14.593 20.153 13.569
C 14.513 22.462 14.436
H 16.978 20.331 14.153
H 14.049 20.441 12.687
H 13.880 19.732 14.299
H 15.277 19.365 13.366
H 13.908 22.802 13.605
H 13.780 22.170 15.132
H 15.108 23.272 14.841
C 13.012 21.688 19.226
O 12.941 21.758 17.989
N 13.208 20.595 19.971
C 13.627 20.606 21.360
C 13.742 19.454 19.226
H 12.967 22.548 19.854
H 13.348 19.678 21.839
H 13.212 21.506 21.873
H 14.690 20.768 21.444
H 14.847 19.406 19.347
H 13.486 18.490 19.603
H 13.555 19.618 18.191
C 11.140 16.270 21.285
O 10.454 17.019 20.618
N 10.678 15.416 22.283
C 11.402 14.220 22.675
C 9.315 15.462 22.839
H 12.235 16.130 21.040
H 11.834 14.316 23.642
H 12.266 13.902 22.035
H 10.816 13.301 22.796
H 9.323 15.461 23.881
H 8.639 16.297 22.551
H 8.767 14.578 22.504
C 14.057 11.928 21.476
Cl 13.731 10.469 20.548
Cl 13.470 11.627 23.177
H 15.153 12.117 21.519
H 13.455 12.693 20.979
C 18.333 14.406 22.833
Cl 17.982 12.792 23.544
Cl 18.748 15.635 24.088
H 19.185 14.325 22.176
H 17.439 14.784 22.365
C 15.220 14.689 24.728
Cl 14.095 14.184 26.018
Cl 14.612 16.026 23.694
H 16.095 15.088 25.164
H 15.363 13.892 24.051
C 8.161 15.757 18.927
Cl 9.053 14.282 19.052
Cl 6.753 15.883 20.144
H 8.829 16.654 19.191
H 7.636 15.846 17.977
C 11.552 16.857 16.926
Cl 10.302 16.436 15.757
Cl 12.914 17.796 16.085
H 11.181 17.443 17.750
H 12.169 16.058 17.302
C 17.670 22.074 18.284
Cl 18.894 23.395 18.117
Cl 16.965 22.091 19.945
H 16.926 22.270 17.502
H 18.152 21.109 18.041
C 15.778 15.900 9.155
Cl 14.788 17.334 8.865
Cl 15.591 14.654 7.927
H 16.849 16.150 9.234
H 15.543 15.434 10.145
C 18.697 12.399 13.709
Cl 18.273 13.913 12.948
Cl 19.291 11.228 12.437
H 19.478 12.606 14.418
H 17.828 12.074 14.168
*
```


No. 5
# C31H26N2O3PRh

A molecular structure, C31H26N2O3PRh (ωB97M-V with the def2-TZVPD basis set, OMol25).

E: -1983.5778 hartree
molar mass: 608.440 Da
Kohn-Sham gap: 8.090 eV
maximum force: 0.64 eV/A

Geometry as ORCA input:
```
! wB97M-V def2-TZVPD RIJCOSX def2/J DEFGRID3
* xyz 2 1
Rh 0.327 0.140 0.418
O -0.870 -6.069 -2.242
C -1.966 -5.239 -1.947
C -1.451 -3.970 -1.333
C -2.302 -3.099 -0.661
C -1.788 -1.936 -0.136
N -0.494 -1.605 -0.243
C 0.354 -2.456 -0.861
C -0.108 -3.633 -1.422
C 1.785 -2.090 -0.836
C 2.775 -2.858 -1.424
C 4.106 -2.498 -1.258
C 5.205 -3.328 -1.856
O 4.636 -4.252 -2.751
C 4.398 -1.367 -0.502
C 3.360 -0.635 0.033
N 2.083 -0.982 -0.137
H -1.182 -6.911 -2.590
H -2.671 -5.710 -1.255
H -2.523 -4.969 -2.853
H -3.353 -3.320 -0.535
H -2.418 -1.237 0.395
H 0.569 -4.318 -1.908
H 2.545 -3.737 -2.004
H 5.731 -3.830 -1.035
H 5.923 -2.664 -2.350
H 5.326 -4.803 -3.132
H 5.421 -1.055 -0.338
H 3.539 0.262 0.612
O 0.759 -0.733 2.924
C 0.007 -0.001 2.382
C -0.985 0.883 3.053
C -1.200 0.805 4.424
C -2.120 1.667 5.001
C -2.808 2.601 4.235
C -2.581 2.694 2.867
C -1.666 1.830 2.287
P -1.140 1.770 0.594
C -2.334 2.495 -0.511
C -2.110 3.745 -1.090
C -3.088 4.303 -1.899
C -4.276 3.622 -2.123
C -4.499 2.379 -1.543
C -3.529 1.809 -0.737
C 0.514 2.517 0.513
C 1.202 2.978 1.652
C 2.502 3.431 1.537
C 3.135 3.432 0.297
C 2.479 2.973 -0.837
C 1.174 2.517 -0.736
H -0.663 0.075 5.015
H -2.312 1.607 6.064
H -3.523 3.260 4.708
H -3.109 3.425 2.267
H -1.186 4.278 -0.906
H -2.923 5.272 -2.349
H -5.037 4.063 -2.753
H -5.429 1.857 -1.720
H -3.708 0.843 -0.279
H 0.707 2.988 2.615
H 3.023 3.796 2.412
H 4.150 3.801 0.216
H 2.973 2.984 -1.799
H 0.642 2.200 -1.628
*
```


Repeat the second record exactly.
# C3H9NO2S

2 unconnected molecules or ions with the total composition C3H9NO2S in a non-equilibrium geometry (ωB97M-V with the def2-TZVPD basis set, OMol25).

energy relative to the best compared isomer or geometry (same formula, charge and spin): 39.4 kcal/mol
SMILES: O=CNCCS.O
E: -723.1055 hartree
molar mass: 123.177 Da
Kohn-Sham gap: 9.523 eV
maximum force: 4.83 eV/A

Geometry as ORCA input:
```
! wB97M-V def2-TZVPD RIJCOSX def2/J DEFGRID3
* xyz 0 1
O -3.399 -0.139 0.825
C -2.354 0.091 1.542
N -1.066 -0.085 1.111
C -0.600 -0.382 -0.228
C 0.351 0.772 -0.629
S -0.669 2.236 -0.868
H -2.459 0.476 2.585
H -0.426 0.163 1.870
H -1.426 -0.498 -0.957
H -0.003 -1.314 -0.245
H 1.184 0.953 0.077
H 0.793 0.526 -1.614
H -1.175 1.512 -1.889
O 3.961 -1.116 -0.641
H 4.036 -1.616 0.203
H 3.252 -1.580 -1.142
*
```


Number 2 is which compound? C3H9NO2S